Record 1
{"formula": "C16H10Cl6Rh", "method": "ωB97M-V/def2-TZVPD", "lumo_energy_ev": [2.72, 2.67], "orbital_gap_ev": [6.04, 7.29], "total_charge": -1, "spin_multiplicity": 5, "de_lowest_kcal_mol": 0.0, "species": ["C", "C", "C", "H", "C", "C", "H", "H", "H", "H", "Rh", "Cl", "C", "C", "C", "H", "C", "C", "H", "H", "H", "H", "Cl", "C", "C", "C", "Cl", "C", "Cl", "C", "Cl", "C", "Cl"], "xyz": [[-2.21949, -0.94668, -0.04478], [-1.58959, -1.13321, -1.32467], [-1.35155, 0.16611, -1.89852], [-1.35389, -2.09382, -1.78278], [-1.79876, 1.15340, -0.95284], [-2.34881, 0.46177, 0.18237], [-2.79289, 0.91849, 1.06589], [-2.52663, -1.73602, 0.64028], [-0.94003, 0.37122, -2.89086], [-1.77494, 2.23037, -1.09593], [-0.04180, 0.03818, 0.01356], [0.19650, -1.92591, 1.42471], [2.31233, 0.10738, 0.31699], [1.92625, 1.34784, -0.29332], [1.42425, 1.07011, -1.61312], [2.01544, 2.32783, 0.16571], [1.53342, -0.34824, -1.83410], [2.07567, -0.94543, -0.64430], [2.26363, -2.00539, -0.48471], [2.69595, -0.01605, 1.32869], [1.07408, 1.81407, -2.33236], [1.24671, -0.88838, -2.73929], [-1.28020, -0.40019, 3.40466], [-0.80939, 1.17225, 2.94457], [-0.38361, 1.59872, 1.71055], [-0.25830, 2.92102, 1.41220], [0.01098, 3.62420, -0.16227], [-0.42837, 3.89412, 2.43527], [-0.25810, 5.54562, 2.13611], [-0.77983, 3.48186, 3.73598], [-0.98774, 4.61031, 4.96272], [-0.98206, 2.11426, 3.99669], [-1.48342, 1.65132, 5.53558]], "forces_ev_per_angstrom": [[-0.45, 0.43, -0.92], [-0.81, 0.37, 0.19], [-1.08, -0.08, 0.37], [0.01, 0.37, 0.24], [-0.96, -0.56, -0.47], [-0.57, -0.46, -0.80], [0.21, -0.18, -0.39], [0.30, 0.37, -0.25], [-0.12, -0.12, 0.58], [-0.04, -0.52, 0.06], [0.76, 0.58, 0.42], [0.59, -1.60, 0.45], [0.01, 0.11, -1.08], [0.62, -0.72, -0.54], [0.96, -0.16, 0.56], [0.03, -0.50, -0.19], [0.95, -0.02, 0.79], [0.31, 0.92, -0.65], [-0.24, 0.44, -0.03], [-0.21, 0.00, -0.39], [0.04, -0.35, 0.40], [0.06, 0.24, 0.43], [-0.40, -0.59, -0.04], [-0.09, 2.12, 1.81], [0.23, -1.56, -1.27], [-0.39, 1.54, 2.06], [0.05, 0.22, -0.34], [-0.28, -1.60, 0.35], [0.14, 1.23, -0.19], [0.36, -1.24, -1.48], [-0.14, 0.97, 0.95], [0.46, 0.60, -1.80], [-0.31, -0.26, 1.17]], "lowdin_spin": [0.139, 0.127, 0.143, 0.005, 0.107, 0.139, 0.005, 0.007, 0.006, 0.005, 2.239, 0.172, 0.118, 0.104, 0.145, 0.004, 0.147, 0.119, 0.006, 0.005, 0.006, 0.006, 0.011, 0.017, 0.163, 0.024, 0.014, 0.009, 0.007, -0.007, -0.003, 0.008, 0.006]}

Record 2
{"formula": "C5H5ClO", "method": "ωB97M-V/def2-TZVPD", "lumo_energy_ev": 0.44, "orbital_gap_ev": 8.35, "smiles": "CC(O)=C=C=CCl", "spin_multiplicity": 1, "de_lowest_kcal_mol": 64.4, "species": ["C", "C", "O", "C", "C", "C", "Cl", "H", "H", "H", "H", "H"], "xyz": [[0.92460, -0.09250, 0.24815], [-0.36798, -0.79250, -0.04963], [-0.22181, -2.15632, -0.30996], [-1.60542, -0.28066, 0.01154], [-2.57542, 0.47027, -0.06531], [-3.80312, 0.88845, 0.08383], [-5.02594, -0.35265, 0.03585], [0.76849, 0.11172, 1.35304], [1.73688, -0.83620, -0.01632], [0.97371, 0.77540, -0.27348], [0.75244, -2.26741, -0.15499], [-4.18192, 1.97598, -0.04722]], "forces_ev_per_angstrom": [[-1.04, -3.13, 2.40], [-1.65, -1.32, -0.63], [1.43, 1.16, 0.75], [4.62, -1.53, -0.39], [-2.38, 1.28, 0.68], [-1.26, 2.16, -1.10], [-0.36, 0.22, 0.01], [1.21, -0.10, -1.13], [-0.45, 1.40, 0.63], [0.55, 2.65, -1.49], [-1.44, -0.63, -0.36], [0.78, -2.16, 0.62]], "nbo_charge": [-0.648, 0.325, -0.643, -0.123, 0.017, -0.313, -0.013, 0.250, 0.200, 0.237, 0.470, 0.240]}

Record 3
{"formula": "C20H21AsNO6SV", "method": "ωB97M-V/def2-TZVPD", "lumo_energy_ev": -0.92, "orbital_gap_ev": 7.48, "spin_multiplicity": 1, "de_lowest_kcal_mol": 0.0, "species": ["V", "O", "As", "O", "O", "C", "C", "C", "C", "C", "C", "S", "O", "O", "O", "H", "H", "H", "H", "H", "C", "C", "C", "C", "N", "H", "H", "H", "H", "H", "H", "H", "H", "H", "C", "C", "C", "C", "C", "C", "C", "C", "C", "C", "H", "H", "H", "H", "H", "H", "H"], "xyz": [[0.04816, -0.71737, 0.05147], [2.93911, -0.97181, 3.21530], [1.22463, -1.19170, 2.91516], [0.34327, -0.73816, 4.18849], [1.06518, -0.23891, 1.46684], [1.23951, -3.08584, 2.44403], [2.32584, -3.80210, 2.93385], [2.42063, -5.17487, 2.73778], [1.42795, -5.85449, 2.05369], [0.33870, -5.15662, 1.55543], [0.24989, -3.78811, 1.74865], [-1.10766, -2.96348, 0.96693], [-2.25467, -3.79971, 0.97360], [-1.17001, -1.64878, 1.64282], [-0.60878, -2.58892, -0.41576], [3.03073, -0.42228, 4.00464], [3.10721, -3.28078, 3.46678], [3.27631, -5.70918, 3.12863], [1.49601, -6.92386, 1.90647], [-0.45228, -5.66408, 1.01897], [-3.22883, 0.85770, 0.38074], [-2.09693, 1.33066, -0.53214], [-2.51459, 1.27142, -2.00054], [-1.63342, 2.73262, -0.13947], [-0.98933, 0.41436, -0.33871], [-4.07935, 1.53351, 0.28008], [-2.90475, 0.84858, 1.42122], [-3.54932, -0.14920, 0.11256], [-3.35764, 1.94190, -2.17151], [-2.81153, 0.25890, -2.27322], [-1.69193, 1.57730, -2.64726], [-2.46387, 3.43179, -0.25192], [-0.81385, 3.06922, -0.77547], [-1.29995, 2.75060, 0.89771], [4.74517, -3.18162, -1.76369], [3.63685, -3.54674, -0.97538], [2.55146, -2.72099, -0.87949], [2.50671, -1.47505, -1.55153], [1.39923, -0.56699, -1.43739], [1.45042, 0.61557, -2.14276], [2.55704, 0.96152, -2.95022], [3.61804, 0.11487, -3.04668], [3.62268, -1.12077, -2.35180], [4.73101, -1.99649, -2.44075], [5.59927, -3.84230, -1.83570], [3.63756, -4.49258, -0.44778], [1.69816, -3.04360, -0.30356], [0.63143, 1.31779, -2.07598], [2.55673, 1.90428, -3.48249], [4.47854, 0.37064, -3.65397], [5.57302, -1.70490, -3.05751]], "forces_ev_per_angstrom": [[-0.08, -0.01, 0.12], [0.00, -0.02, 0.00], [-0.09, 0.09, -0.01], [0.05, 0.02, -0.03], [0.07, -0.22, 0.06], [0.04, 0.09, 0.02], [0.03, -0.08, 0.00], [-0.01, 0.05, 0.00], [0.00, 0.00, 0.00], [-0.04, -0.04, -0.03], [-0.05, 0.00, -0.08], [0.09, 0.18, 0.05], [0.02, -0.02, -0.02], [-0.04, -0.22, -0.13], [0.08, 0.13, 0.22], [-0.02, 0.01, 0.00], [0.00, 0.01, 0.00], [0.00, 0.00, 0.00], [0.00, 0.00, 0.00], [0.01, -0.01, 0.00], [-0.01, -0.01, 0.03], [0.06, 0.06, 0.10], [0.04, -0.01, 0.00], [-0.06, 0.05, -0.02], [-0.07, -0.07, -0.21], [0.00, 0.00, 0.00], [0.00, 0.00, 0.00], [0.01, 0.00, -0.01], [0.00, 0.01, 0.02], [0.00, 0.00, 0.00], [-0.01, 0.00, -0.02], [0.01, 0.01, 0.01], [0.01, -0.03, 0.00], [0.00, -0.02, 0.00], [0.02, 0.00, -0.01], [-0.03, -0.01, 0.02], [0.04, 0.00, -0.02], [-0.01, 0.03, 0.01], [-0.03, 0.07, -0.01], [0.01, -0.06, -0.06], [-0.03, 0.01, -0.01], [0.03, -0.02, 0.00], [-0.01, 0.01, -0.01], [0.00, -0.01, 0.01], [0.00, 0.00, 0.00], [0.01, 0.00, 0.00], [-0.01, -0.01, 0.02], [-0.01, 0.02, 0.00], [0.00, 0.00, 0.00], [0.00, 0.01, 0.00], [0.00, 0.00, 0.00]], "nbo_charge": [1.205, -1.018, 2.438, -1.085, -0.965, -0.434, -0.177, -0.186, -0.192, -0.195, -0.264, 2.392, -0.888, -0.934, -0.911, 0.506, 0.250, 0.226, 0.227, 0.246, -0.603, 0.061, -0.599, -0.602, -0.269, 0.217, 0.230, 0.221, 0.217, 0.222, 0.214, 0.216, 0.213, 0.226, -0.219, -0.193, -0.217, 0.027, -0.247, -0.179, -0.229, -0.146, -0.098, -0.167, 0.214, 0.211, 0.201, 0.206, 0.215, 0.210, 0.209]}